C7H4N2S5 | wB97M-V/def2-TZVPD

Electronic energy   -64479.1791 eV
Highest occupied orbital energy   -8.20 eV
Charge   0

Atoms and positions in Å:
S: 0.611 0.363 3.605
S: -4.238 -0.384 1.117
S: 3.114 0.091 1.598
S: 1.910 0.434 -3.412
S: -1.684 -0.942 2.653
C: -0.097 -0.299 2.257
C: -2.573 -0.523 1.173
C: 1.831 0.121 0.522
C: 1.352 0.312 -1.846
C: 0.404 -0.081 0.871
C: -0.517 -0.082 -0.178
N: 2.238 0.256 -0.785
N: -1.904 -0.255 -0.012
C: -0.121 0.255 -1.596
H: 3.235 0.329 -1.011
H: -2.488 -0.259 -0.844
H: -0.473 -0.535 -2.215
H: -0.601 1.198 -1.897

Atomic forces in eV per Å
-0.4 -0.8 -0.9
1.3 -0.4 0.4
-1.0 -0.1 -0.6
-0.4 -0.1 1.2
-0.4 0.3 -1.8
1.2 2.0 1.0
-1.5 0.1 -0.4
1.9 -0.3 1.9
1.8 0.3 -1.1
-1.3 -0.6 -1.2
-0.3 0.2 1.1
-2.4 0.2 -1.5
2.2 -0.2 0.4
0.2 0.2 1.5
-0.5 -0.1 0.4
0.1 0.2 0.3
-0.6 -0.5 -0.8
0.2 -0.3 0.0

Atomic partial charges in e from the natural (NBO) method, atoms 1 to 2:
1 S 0.106
2 S -0.057

---

C39H54FGe2N5O3STc | wB97M-V/def2-TZVPD

Electronic energy   -183680.5635 eV
2S+1   4
Highest occupied orbital energy (spin up / spin down)   -11.66 / -11.65 eV
Charge   +2

Atoms and positions in Å:
Tc: 0.015 0.170 0.076
C: 1.966 -3.972 2.721
C: 1.624 -2.514 2.410
Ge: 1.117 -2.153 0.507
C: 2.785 -2.296 -0.598
C: 3.267 -3.736 -0.775
C: -0.185 -3.489 -0.117
C: -1.425 -3.241 -0.540
Ge: -1.993 -1.308 -0.661
C: -2.227 -0.732 -2.576
C: -3.427 -1.233 -3.381
C: -3.511 -0.640 0.458
C: -4.911 -1.211 0.241
C: -2.390 -4.289 -0.945
C: -3.663 -3.928 -1.389
C: -4.600 -4.874 -1.768
C: -4.281 -6.221 -1.703
C: -3.022 -6.603 -1.259
C: -2.088 -5.653 -0.885
H: 2.168 -4.082 3.788
H: 2.851 -4.305 2.181
H: 1.140 -4.638 2.470
H: 2.475 -1.864 2.629
H: 0.794 -2.188 3.038
H: 3.545 -1.682 -0.112
H: 2.586 -1.845 -1.568
H: 3.586 -4.171 0.171
H: 4.120 -3.758 -1.455
H: 2.487 -4.373 -1.195
H: 0.181 -4.515 -0.070
H: -1.307 -1.004 -3.097
H: -2.267 0.360 -2.515
H: -3.373 -2.306 -3.560
H: -3.450 -0.732 -4.352
H: -4.371 -1.016 -2.880
H: -3.506 0.436 0.268
H: -3.206 -0.783 1.496
H: -5.263 -1.054 -0.781
H: -5.614 -0.710 0.908
H: -4.951 -2.278 0.455
H: -3.920 -2.877 -1.425
H: -5.579 -4.559 -2.106
H: -5.008 -6.970 -1.988
H: -2.768 -7.653 -1.196
H: -1.118 -5.982 -0.537
C: -1.162 3.402 -6.858
C: 0.124 3.689 -6.092
N: 0.344 2.718 -5.013
C: -0.130 3.011 -3.790
C: -0.072 2.185 -2.706
C: -0.698 2.705 -1.428
O: -1.001 3.877 -1.368
O: -0.919 1.834 -0.491
C: 0.556 0.914 -2.829
O: 0.682 0.068 -1.901
C: 1.070 0.601 -4.155
C: 1.695 -0.626 -4.374
C: 2.189 -0.959 -5.602
F: 2.827 -2.143 -5.700
C: 2.057 -0.102 -6.713
C: 1.412 1.109 -6.492
C: 0.942 1.494 -5.232
N: 2.485 -0.426 -8.019
C: 3.139 0.588 -8.834
C: 2.614 0.473 -10.274
N: 2.220 -0.953 -10.516
C: 3.194 -1.873 -9.855
C: 2.990 -1.766 -8.338
H: -1.305 4.148 -7.639
H: -2.018 3.446 -6.185
H: -1.141 2.412 -7.316
H: 0.073 4.675 -5.635
H: 0.989 3.692 -6.753
H: -0.594 3.981 -3.660
H: 1.805 -1.325 -3.557
H: 1.245 1.763 -7.335
H: 4.227 0.459 -8.810
H: 2.929 1.583 -8.458
H: 3.384 0.747 -10.993
H: 1.740 1.099 -10.436
H: 2.138 -1.142 -11.515
H: 1.306 -1.113 -10.087
H: 4.192 -1.569 -10.163
H: 3.031 -2.894 -10.189
H: 3.939 -1.997 -7.848
H: 2.256 -2.499 -8.013
C: -0.481 -0.030 1.934
H: -0.970 -0.832 2.485
H: -0.205 0.768 2.634
C: 4.305 5.383 2.484
C: 4.443 3.922 2.238
C: 5.485 3.152 2.677
C: 5.482 1.777 2.379
N: 4.536 1.228 1.625
C: 3.554 1.984 1.150
S: 2.393 1.411 0.057
N: 3.479 3.304 1.516
C: 6.550 0.881 2.901
H: 5.175 5.763 3.012
H: 3.415 5.597 3.079
H: 4.205 5.916 1.537
H: 6.284 3.593 3.254
H: 2.679 3.829 1.188
H: 7.334 1.445 3.400
H: 6.974 0.293 2.088
H: 6.111 0.175 3.609

Atomic forces in eV per Å
0.0 1.2 0.8
-0.1 0.1 0.0
-0.2 0.1 -0.4
0.3 -1.5 0.8
-0.2 0.4 0.0
-0.2 0.0 0.1
0.3 0.2 0.2
-0.2 0.6 0.1
-0.1 -0.5 0.0
0.0 -0.1 0.3
0.0 0.0 0.1
0.3 -0.2 -0.2
0.1 0.0 0.0
-0.2 -0.2 -0.1
0.3 0.1 0.1
-0.1 0.0 0.0
0.0 0.0 0.0
0.1 -0.1 0.0
0.0 0.1 0.0
0.0 -0.1 0.0
0.0 0.0 0.0
0.0 0.0 0.0
0.0 0.0 0.0
0.0 0.0 0.0
-0.1 0.0 0.0
0.0 0.1 0.0
0.0 -0.1 0.0
0.0 0.0 0.0
0.0 0.0 0.0
0.0 0.0 0.0
0.0 0.0 0.0
0.1 0.0 0.0
0.0 0.0 0.0
0.0 0.0 0.0
0.0 0.0 0.0
0.0 0.0 0.1
0.0 0.0 0.0
0.0 0.0 0.0
0.0 0.0 0.0
0.0 0.0 0.0
-0.1 -0.1 -0.1
0.0 0.0 0.0
0.0 0.0 0.0
0.0 0.0 0.0
0.0 0.0 0.0
0.1 0.0 0.1
-0.2 0.0 -0.2
-0.1 0.2 0.2
0.1 0.0 -0.2
0.1 -0.4 0.4
0.1 0.3 -0.4
0.0 -0.2 0.1
-0.3 0.2 0.3
-0.2 0.3 -0.2
0.2 0.1 -0.9
0.0 0.0 0.1
0.0 -0.1 -0.2
0.0 0.1 0.2
0.0 0.0 -0.3
-0.1 0.0 0.0
0.0 0.0 -0.2
0.1 -0.3 0.1
0.0 -0.1 -0.1
0.0 -0.1 0.0
0.2 0.4 0.2
0.0 -0.1 0.0
0.2 -0.2 0.3
-0.1 0.1 0.1
0.0 0.0 0.0
0.0 0.0 0.0
0.0 0.0 0.0
0.1 0.0 0.1
0.1 0.0 0.1
0.0 0.0 0.0
0.0 0.0 0.1
0.0 0.0 0.0
0.0 0.0 0.0
0.0 0.0 0.0
0.0 -0.1 -0.1
-0.1 -0.1 0.0
0.0 0.0 0.0
-0.1 0.0 -0.1
0.0 0.1 -0.1
-0.1 0.0 -0.1
0.0 0.0 0.0
0.0 -0.1 0.0
0.2 -0.3 -0.5
-0.1 -0.1 -0.2
0.1 0.1 -0.1
-0.1 0.1 0.0
0.1 -0.1 0.0
0.0 -0.1 0.0
-0.1 0.3 0.0
0.1 -0.2 0.0
-0.3 0.1 0.5
-0.1 -0.1 -0.5
0.3 -0.1 0.0
0.0 0.0 0.0
0.0 0.0 0.0
0.0 0.0 0.0
0.0 0.0 0.0
0.0 0.0 0.0
0.0 0.0 -0.1
0.0 0.0 0.0
0.0 0.0 0.0
0.0 0.0 0.0

Atomic partial charges in e from the Löwdin method, atoms 1 to 2:
1 Tc 1.080
2 C -0.160

---

The highest charge belongs to which entry?
C39H54FGe2N5O3STc